# C23H48AsBr3F9N6O8

A structure of composition C23H48AsBr3F9N6O8 at a distorted geometry (ωB97M-V with the def2-TZVPD basis set, the Open Molecules 2025 dataset).

Last column: Löwdin charge in e.
Element x y z (Å)
As: 1.572014 32.299550 32.725203  0.93
F: 0.294714 33.220534 31.927285  -0.28
F: 2.693012 33.592192 32.225511  -0.28
F: 2.768600 31.391808 33.754526  -0.28
F: 0.210787 31.200953 33.271951  -0.29
F: 1.807371 31.320324 31.285006  -0.25
F: 1.343041 33.321879 34.209591  -0.30
C: -1.178858 33.263508 36.913627  0.00
C: -0.374332 32.109874 37.338751  -0.56
O: -0.711246 31.500248 38.344968  0.01
N: 0.674487 31.659323 36.568469  0.02
C: 1.051090 30.280849 36.634837  -0.09
H: -2.266841 33.229209 36.970344  0.09
H: -0.893592 33.436397 35.875921  0.07
H: -0.836393 34.064100 37.569271  0.09
H: 0.935352 32.145143 35.722283  0.07
H: 0.349132 29.695322 37.228559  0.09
H: 2.095985 30.206131 36.936044  0.08
H: 1.067817 29.851009 35.633307  0.06
C: 3.952176 33.997999 35.813736  0.00
C: 5.228421 33.269017 36.083471  -0.57
O: 5.929168 33.674152 37.029824  0.00
N: 5.566232 32.355498 35.215151  0.03
C: 6.804202 31.689919 35.335063  -0.09
H: 3.124314 33.583139 36.388741  0.08
H: 3.838029 34.060213 34.731509  0.06
H: 4.154208 35.008556 36.168787  0.08
H: 4.980182 32.105288 34.431553  0.12
H: 7.266141 31.666000 34.348083  0.09
H: 6.798892 30.657261 35.683915  0.08
H: 7.490401 32.131826 36.057531  0.09
C: -4.375585 34.794088 29.343358  0.00
C: -4.223042 33.822480 30.517817  -0.52
O: -5.103170 32.999906 30.812354  0.01
N: -3.033764 33.866263 31.207694  0.00
C: -2.732959 32.979038 32.313109  -0.09
H: -3.432990 34.695305 28.804980  0.07
H: -4.428635 35.824503 29.694846  0.07
H: -5.237946 34.522234 28.734661  0.08
H: -2.318520 34.530694 30.948734  0.13
H: -2.551024 31.992559 31.886652  0.08
H: -3.456071 32.944480 33.127983  0.08
H: -1.862500 33.460331 32.758932  0.07
C: -2.316219 29.340921 34.857469  0.01
C: -2.153614 27.806090 35.086061  -0.53
O: -1.054347 27.318175 34.855100  0.03
N: -3.302000 27.105093 35.155676  -0.01
C: -3.298486 25.655668 35.078682  -0.08
H: -3.224169 29.684797 35.352906  0.06
H: -2.431263 29.717088 33.840926  0.08
H: -1.486918 29.859811 35.338219  0.06
H: -4.116064 27.674335 34.973021  0.13
H: -3.139644 25.474151 34.015701  0.08
H: -4.226905 25.126801 35.294173  0.08
H: -2.440816 25.192911 35.566885  0.09
C: 1.526768 38.566927 27.623501  0.00
C: 2.634937 37.919799 28.433603  -0.59
O: 3.762277 37.644368 28.001439  0.02
N: 2.240801 37.710615 29.663313  0.00
C: 3.013756 36.994612 30.697534  -0.04
H: 2.027062 39.311004 27.003690  0.09
H: 0.750999 38.875431 28.324296  0.07
H: 1.092149 37.861997 26.914788  0.08
H: 1.338077 38.068951 29.940441  0.12
H: 3.980959 37.461067 30.884728  0.09
H: 2.987320 35.920946 30.511402  0.07
H: 2.381565 36.975870 31.585263  0.08
C: 0.886164 34.338580 27.837762  -0.03
C: 0.048921 33.115003 27.726333  -0.56
O: -0.628833 32.939507 26.708392  0.00
N: 0.128362 32.210773 28.765266  0.02
C: -0.754533 31.039505 28.942021  -0.04
H: 1.241309 34.773435 26.903482  0.09
H: 1.623304 34.215735 28.631253  0.04
H: 0.230384 35.037293 28.357239  0.08
H: 0.888747 32.408212 29.400029  0.07
H: -0.159859 30.126246 28.921446  0.08
H: -1.547487 30.971644 28.197219  0.08
H: -1.189557 31.099699 29.939631  0.06
C: 3.964487 28.359542 34.469409  -0.04
C: 5.278411 28.639619 33.745352  -0.19
O: 6.362370 28.092684 34.416657  0.05
C: 6.647736 26.842339 34.432036  -0.34
O: 6.079369 25.830354 33.877066  0.09
C: 7.745413 26.565316 35.444810  -0.62
F: 7.299902 25.995296 36.532203  0.19
F: 8.585722 25.636196 35.006454  0.17
F: 8.346169 27.672288 35.825130  0.19
H: 3.876157 28.706129 35.499061  0.08
H: 3.706805 27.300444 34.473349  0.08
H: 3.022360 28.703572 34.042636  0.07
H: 5.566719 29.669915 33.536844  0.11
H: 5.247924 28.242499 32.730727  0.13
C: 5.087666 32.131703 29.587095  -1.46
Br: 3.844076 32.128338 28.056858  0.57
Br: 6.444961 33.614845 29.565946  0.52
Br: 5.907748 30.303709 29.568557  0.48
H: 4.492840 32.135427 30.500488  -0.05

Forces on the atoms, in the same order (eV/Å):
As -1.727 0.536 2.026
F 0.760 -0.318 -0.013
F -0.108 -1.604 -0.032
F -0.921 0.789 -1.709
F 1.982 0.992 -0.423
F 0.414 0.662 0.982
F -0.182 -0.932 -1.097
C 0.863 1.395 -1.124
C -0.316 -2.267 0.512
O 0.141 -0.215 0.302
N -1.163 1.000 0.111
C 0.851 -0.565 -0.552
H 0.249 -0.715 0.339
H -0.160 0.733 -0.059
H -0.146 0.468 -0.289
H -0.305 0.149 0.026
H 0.360 0.221 0.261
H -0.068 -0.343 0.687
H -0.314 0.078 -0.236
C 0.401 0.546 -0.208
C -0.383 3.040 2.370
O -0.151 -1.241 -0.827
N 0.415 -1.607 -0.727
C 1.862 -1.129 -0.330
H -0.135 -0.068 -0.459
H -0.828 -0.204 0.105
H -0.256 -0.018 0.083
H -0.264 0.240 0.336
H 0.344 0.022 0.017
H -0.740 -0.299 -0.068
H -0.337 0.694 -0.267
C 0.749 -0.486 0.724
C -0.660 -0.946 0.545
O 1.077 1.050 -0.301
N -1.375 0.599 -0.543
C 0.554 0.605 -0.051
H -0.159 0.140 -0.529
H -0.199 -0.010 0.025
H 0.215 0.060 0.135
H -0.254 -0.168 -0.057
H 0.244 -0.130 0.598
H -0.536 0.007 -0.496
H 0.323 -0.834 0.006
C -0.673 -0.215 1.519
C 1.150 1.548 -3.165
O -0.344 -0.476 1.163
N -0.460 0.215 1.464
C 0.271 -0.118 -1.780
H -0.127 0.114 0.264
H 0.432 -0.743 -0.258
H 0.059 -0.100 -0.196
H -0.143 -0.569 0.262
H 0.172 -0.618 -0.212
H -0.058 0.613 0.593
H -0.203 0.409 0.345
C 0.736 -0.419 -0.480
C 1.246 0.019 -2.137
O -1.247 0.195 0.367
N -0.217 -0.796 2.983
C -1.418 -0.060 -0.064
H -0.524 0.491 0.255
H -0.046 0.643 -0.591
H 0.040 -0.234 0.137
H 0.313 -0.246 -0.057
H -0.066 -0.412 -0.123
H 0.947 0.017 -0.580
H 0.227 0.692 0.305
C -0.133 0.498 1.694
C -0.419 -1.728 -1.388
O -0.001 -0.013 1.024
N -0.433 0.931 -1.173
C 0.823 0.419 0.493
H 0.000 -0.373 0.200
H 0.681 -0.036 -0.496
H -0.296 0.521 -0.368
H -0.420 -0.483 0.385
H -0.005 -0.042 -0.161
H 0.313 0.409 -0.073
H -0.158 0.006 -0.024
C -0.977 -0.347 0.322
C -1.945 0.410 -1.811
O 1.241 0.380 0.868
C -2.787 -5.419 -1.800
O 2.253 4.779 1.911
C 0.395 -0.902 -0.010
F -1.838 -0.224 1.805
F 1.228 0.357 -1.319
F 1.034 0.669 -0.191
H 0.638 0.118 0.063
H 0.761 -0.335 0.148
H 0.505 0.827 -0.746
H -0.385 0.223 0.731
H -0.177 -0.497 0.000
C 0.402 -0.689 -0.686
Br 0.632 0.458 0.779
Br -1.289 -1.344 0.010
Br -0.050 1.097 0.225
H 0.221 0.453 -0.217

As for the charge: -1. For the gap between HOMO and LUMO, the calculation gives 8.3 eV. As for the LUMO energy: 1.19 eV. The value obtained for the energy above the lowest of the compared OMol25 structures with the same formula, charge and spin is 82.4 kcal/mol.